{
  "formula": "C31H70F10N10O23S10",
  "method": "ωB97M-V with the def2-TZVPD basis set",
  "elements": ["C", "C", "O", "N", "H", "H", "C", "H", "H", "H", "H", "H", "H", "C", "C", "O", "N", "H", "H", "C", "H", "H", "H", "H", "H", "H", "C", "C", "C", "C", "C", "C", "N", "O", "C", "C", "C", "H", "H", "H", "H", "H", "H", "H", "H", "H", "H", "H", "H", "H", "H", "H", "H", "H", "H", "C", "C", "C", "N", "C", "C", "C", "C", "C", "H", "H", "H", "H", "H", "H", "H", "H", "H", "H", "H", "H", "H", "H", "H", "H", "H", "H", "C", "C", "C", "N", "C", "C", "C", "C", "C", "H", "H", "H", "H", "H", "H", "H", "H", "H", "H", "H", "H", "H", "H", "H", "H", "H", "H", "N", "S", "O", "O", "F", "S", "O", "O", "F", "N", "S", "O", "O", "F", "S", "O", "O", "F", "N", "S", "O", "O", "F", "S", "O", "O", "F", "N", "S", "O", "O", "F", "S", "O", "O", "F", "N", "S", "O", "O", "F", "S", "O", "O", "F"],
  "xyz": [[-5.53586, 2.72423, -4.72055], [-5.39475, 1.25160, -4.85725], [-5.02277, 0.53624, -3.94172], [-5.68922, 0.60619, -6.24059], [-6.20607, -0.25988, -6.29431], [-6.33252, 1.18853, -6.75745], [-4.38380, 0.63586, -7.09959], [-5.47389, 2.85606, -3.64033], [-6.52098, 3.05155, -5.05300], [-4.81478, 3.34602, -5.25114], [-3.58750, 0.24172, -6.46819], [-4.02004, 1.61249, -7.41891], [-4.50013, 0.06081, -8.01822], [-2.90938, -4.64947, -7.00785], [-3.82579, -4.10418, -5.94732], [-4.56307, -4.75533, -5.23408], [-4.01650, -2.60223, -5.81368], [-3.51393, -2.34980, -6.65261], [-4.97875, -2.31392, -5.91878], [-3.28967, -2.07127, -4.52513], [-3.23027, -4.50307, -8.03920], [-2.83828, -5.72691, -6.85896], [-1.88105, -4.39643, -6.74975], [-2.24750, -2.38949, -4.55195], [-3.83800, -2.31796, -3.61597], [-3.21331, -0.98429, -4.55282], [-2.20407, 2.44724, 7.16535], [-1.52753, 1.09222, 7.48604], [-2.59431, 0.31974, 8.29956], [-2.36691, -1.16367, 8.29320], [-2.06978, -1.74629, 6.84670], [-0.97742, -1.09676, 6.09905], [-1.24158, 0.39208, 6.16584], [-0.90809, 1.15420, 5.04707], [-1.01248, -1.72749, 4.65757], [0.36582, -1.41095, 6.81366], [-0.27623, 1.32127, 8.28904], [-2.51970, 2.95712, 8.07556], [-3.06299, 2.27116, 6.51778], [-1.57664, 3.18973, 6.67225], [-3.56899, 0.36084, 7.81333], [-2.71132, 0.77796, 9.28162], [-3.21318, -1.67217, 8.75510], [-1.52527, -1.48552, 8.90652], [-2.92679, -1.51167, 6.21535], [-1.90674, -2.81935, 6.94702], [-0.09599, -1.37482, 4.18453], [-1.88256, -1.48988, 4.04552], [-0.88389, -2.80774, 4.72561], [1.09349, -0.60132, 6.86924], [0.89687, -2.16743, 6.23589], [0.12879, -1.81076, 7.79959], [0.49816, 1.84683, 7.73030], [0.31815, 0.49273, 8.67418], [-0.46033, 1.99743, 9.12391], [5.39231, 0.33778, -1.70157], [6.59945, 1.25081, -1.77208], [7.34787, 1.30945, -3.14365], [8.76657, 1.97529, -3.20079], [9.82631, 1.04462, -2.52934], [9.18025, 2.41139, -4.61799], [8.71789, 3.80988, -4.91381], [8.27397, 4.33834, -3.67321], [8.75712, 3.42830, -2.61817], [4.60463, 0.59769, -2.40875], [4.89615, 0.39143, -0.73253], [5.59836, -0.73066, -1.76546], [7.25484, 0.91475, -0.96857], [6.29348, 2.26398, -1.51138], [6.70937, 1.84535, -3.84596], [7.50876, 0.33891, -3.61299], [9.69456, 1.01162, -1.44784], [10.80694, 1.49121, -2.69373], [9.89953, 0.10038, -3.06892], [10.26743, 2.39884, -4.54058], [9.08425, 1.56625, -5.29962], [9.43900, 4.35897, -5.51929], [7.84133, 3.73046, -5.55680], [8.66498, 5.35043, -3.56885], [7.18680, 4.41590, -3.66165], [9.67174, 3.73296, -2.10950], [8.08496, 3.35933, -1.76287], [-3.30725, 2.47055, -1.18430], [-2.16277, 1.71097, -0.43326], [-2.00876, 0.26259, -0.95096], [-0.76278, -0.50480, -0.46621], [-0.96436, -0.82706, 1.01448], [0.55313, 0.26821, -0.60772], [1.61607, -0.83188, -0.62294], [0.90336, -2.09427, -1.12698], [-0.56934, -1.83240, -1.20590], [-3.37530, 3.53718, -0.97034], [-4.17856, 1.87495, -0.91194], [-3.19094, 2.40145, -2.26587], [-2.27370, 1.73716, 0.65076], [-1.23891, 2.27961, -0.53921], [-2.02649, 0.33317, -2.03853], [-2.87333, -0.25845, -0.53968], [-0.06717, -1.28984, 1.42555], [-1.85555, -1.45448, 0.99965], [-1.24405, 0.08831, 1.53599], [0.74748, 0.99627, 0.17984], [0.40406, 0.79677, -1.54927], [1.88830, -1.08334, 0.40212], [2.50466, -0.41077, -1.09325], [1.27289, -2.95556, -0.57045], [1.42507, -2.34938, -2.04939], [-1.08185, -2.67285, -0.73784], [-0.72004, -1.56257, -2.25117], [-0.51078, 0.45061, -4.11190], [-0.59946, 2.06355, -4.57193], [-0.24738, 2.44268, -5.94633], [-0.38398, 3.00758, -3.47475], [-2.21187, 2.00839, -4.61571], [0.90951, 0.24347, -4.56745], [2.00204, 0.91312, -3.80231], [1.22521, -0.03266, -5.95859], [1.05894, -1.28231, -4.09213], [0.75698, 5.01860, 2.39842], [-0.37750, 4.00246, 2.43374], [-0.03653, 2.60527, 2.37447], [-1.66011, 4.48051, 1.99523], [-0.60471, 3.96267, 4.07467], [1.03999, 4.67533, 0.75548], [0.16610, 5.40081, -0.18794], [1.62611, 3.38826, 0.34595], [2.35652, 5.57504, 0.63210], [3.05264, -2.56231, 1.83310], [4.33260, -3.07327, 1.37553], [4.42274, -4.09930, 0.36617], [5.49989, -2.98333, 2.30686], [4.64769, -1.80620, 0.43847], [2.73132, -3.91648, 2.83364], [3.07493, -3.77899, 4.27412], [2.48224, -5.27791, 2.30115], [1.15776, -3.50939, 2.97519], [-3.47879, -5.43533, 2.60183], [-2.08849, -5.11343, 2.27996], [-1.07387, -6.04472, 2.79237], [-1.77110, -3.75943, 1.93964], [-2.20873, -5.88394, 0.75086], [-3.50239, -4.65843, 4.13553], [-4.28099, -3.47179, 4.22190], [-2.46157, -4.79615, 5.11211], [-4.46432, -5.69329, 4.83489], [-6.64763, 0.94748, 2.76386], [-5.93297, 0.34983, 1.62681], [-6.71019, -0.70929, 0.99491], [-4.45183, 0.25272, 1.60382], [-6.23667, 1.47899, 0.56744], [-6.02427, -0.20259, 3.89593], [-4.82521, 0.22100, 4.59909], [-6.32022, -1.58849, 3.56991], [-7.17515, 0.09563, 4.96932]],
  "mulliken_spin": [0.00, 0.00, 0.00, 0.00, 0.00, 0.00, 0.00, 0.00, 0.00, 0.00, 0.00, 0.00, 0.00, 0.00, 0.00, 0.00, 0.00, 0.00, 0.00, 0.00, 0.00, 0.00, 0.00, 0.00, 0.00, 0.00, 0.00, 0.00, 0.00, 0.00, 0.00, 0.00, -0.01, 0.01, 0.00, 0.00, 0.00, 0.00, 0.00, 0.00, 0.00, 0.00, 0.00, 0.00, 0.00, 0.00, 0.00, 0.00, 0.00, 0.00, 0.00, 0.00, 0.00, 0.00, 0.00, 0.00, 0.00, 0.00, 0.00, 0.00, 0.00, 0.00, 0.00, 0.00, 0.00, 0.00, 0.00, 0.00, 0.00, 0.00, 0.00, 0.00, 0.00, 0.00, 0.00, 0.00, 0.00, 0.00, 0.00, 0.00, 0.00, 0.00, 0.00, 0.00, 0.01, 0.00, 0.00, 0.00, 0.00, 0.00, 0.00, 0.00, 0.00, 0.00, 0.00, 0.00, 0.00, -0.01, 0.00, 0.00, 0.00, 0.00, 0.00, 0.00, 0.00, 0.00, 0.00, 0.00, 0.00, 0.00, 0.00, 0.00, 0.00, 0.00, 0.00, 0.00, 0.00, 0.00, 0.00, 0.00, 0.00, 0.00, 0.00, 0.00, 0.00, 0.00, 0.00, 0.00, 0.00, 0.00, 0.00, 0.00, 0.00, 0.00, 0.00, 0.00, 0.00, 0.00, 0.00, 0.00, 0.00, 0.00, 0.00, 0.00, 0.00, 0.49, -0.09, 0.39, 0.17, 0.00, -0.02, 0.04, 0.03, 0.00],
  "e_homo_ev": [-9.67, -9.67],
  "lumo_ha": [-0.188, -0.266],
  "max_force_ha_per_bohr": 0.246,
  "spin_multiplicity": 2,
  "total_charge": 1,
  "s2": 0.762
}